(1)
19
Properties=species:S:1:pos:R:3:forces:R:3 method="wB97M-V/def2-TZVPD" e_lumo_ev="0.857 / 0.857" multiplicity=1 gap_ev="7.3 / 7.3" de_lowest_kj_mol=626.3
C 0.684 0.633 0.236 3.80 1.21 0.35
C -1.617 -1.165 0.954 0.18 0.10 -0.22
C -2.021 0.395 -0.812 0.22 -0.16 0.06
C 2.714 1.026 0.269 -1.52 0.46 0.48
N -1.109 -0.577 -0.261 0.02 -0.58 -0.44
C 1.054 -0.420 -0.547 -2.03 -1.54 -0.65
N 1.578 -1.275 -1.213 -0.26 0.59 0.59
H 0.959 -2.002 -1.568 0.01 0.13 -0.05
H 0.355 1.541 -0.249 -0.28 -0.17 -0.01
H 0.537 0.492 1.296 -0.19 -0.15 -0.09
H -1.825 -0.423 1.752 0.00 0.00 0.02
H -2.284 1.208 -0.105 -0.01 -0.01 0.01
H -0.910 -1.899 1.356 0.02 0.07 0.01
H -2.561 -1.713 0.790 0.02 0.07 0.01
H -2.974 -0.061 -1.127 0.04 0.05 0.02
H -1.586 0.863 -1.703 -0.03 -0.01 0.02
H 3.092 1.237 -0.728 -0.12 -0.05 0.02
H 2.660 1.917 0.891 0.29 0.04 -0.05
H 3.252 0.223 0.767 -0.16 -0.05 -0.07

---

(2)
19
Properties=species:S:1:pos:R:3:forces:R:3 method="wB97M-V/def2-TZVPD" e_lumo_ev=1.080 multiplicity=1 gap_ev=10.4 de_lowest_kj_mol=63.6
C 2.082 -1.346 1.053 0.14 -0.03 -0.05
C 1.387 -1.010 -0.020 -0.17 -0.11 -0.04
C -0.104 -1.021 -0.087 -0.04 0.38 -0.04
C -0.709 0.412 -0.145 0.06 -0.10 -0.01
C -0.523 1.037 -1.527 -0.03 -0.18 0.31
N -0.115 1.310 0.846 -0.02 0.22 0.05
N -2.131 0.275 0.099 -0.21 -0.19 -0.15
H 3.157 -1.313 1.074 0.23 0.03 -0.06
H 1.601 -1.684 1.957 -0.17 -0.06 0.15
H 1.902 -0.684 -0.916 0.16 0.02 -0.06
H -0.506 -1.524 0.795 -0.03 -0.04 0.03
H -0.442 -1.562 -0.971 -0.09 -0.10 0.00
H -0.869 2.067 -1.505 -0.02 0.12 -0.02
H 0.524 1.028 -1.818 0.13 0.05 -0.08
H -1.105 0.481 -2.257 0.00 -0.07 -0.09
H -0.118 0.875 1.767 0.09 0.05 -0.14
H 0.849 1.520 0.612 0.01 -0.07 0.11
H -2.581 1.175 -0.006 0.00 0.07 0.07
H -2.298 -0.037 1.049 -0.03 -0.01 0.01

---

(3)
19
Properties=species:S:1:pos:R:3:forces:R:3 method="wB97M-V/def2-TZVPD" e_lumo_ev="-4.200 / -7.303" multiplicity=2 gap_ev="9.3 / 6.2" de_lowest_kj_mol=217.4 total_charge=+1
C -1.102 -1.062 0.514 0.94 -2.03 0.01
C -0.019 -0.778 -0.523 1.56 -0.65 -0.82
C 0.879 0.411 -0.324 -2.28 0.66 0.03
C 2.163 0.460 -0.882 1.25 -2.30 0.63
C -0.984 2.049 -0.176 -1.27 -0.43 1.75
N 0.318 1.474 0.253 1.52 2.11 -1.92
N -0.890 -2.513 0.974 -0.13 2.14 -0.20
H -0.944 -0.425 1.391 -0.72 0.36 -0.38
H -2.054 -1.059 -0.009 -0.33 0.56 0.61
H 0.682 -1.635 -0.614 -0.43 0.17 0.23
H -0.391 -0.744 -1.561 -0.16 0.26 0.26
H 2.716 -0.501 -0.876 -0.42 0.65 -0.34
H 2.695 1.271 -1.330 -0.15 0.81 0.19
H -1.224 2.964 0.378 0.58 -0.29 0.22
H -1.698 1.320 0.192 -0.61 0.13 -0.70
H -1.098 2.345 -1.220 0.54 -0.75 -0.12
H 0.982 2.242 0.350 0.06 -0.22 0.29
H -1.408 -2.528 1.852 0.10 -0.61 -0.08
H 0.094 -2.490 1.235 -0.06 -0.58 0.32

---

(4)
19
Properties=species:S:1:pos:R:3:forces:R:3 method="wB97M-V/def2-TZVPD" e_lumo_ev=-8.578 multiplicity=1 gap_ev=10.1 de_lowest_kj_mol=73.2 total_charge=+2
C -1.696 -0.689 1.936 0.86 -0.60 -0.54
N -0.659 0.026 1.703 -1.35 0.16 0.35
C 0.446 -0.361 0.835 0.57 -0.07 0.04
C 1.651 -0.598 1.331 0.38 0.46 0.13
C 0.129 -0.440 -0.636 -0.58 -1.12 -1.06
C 0.175 0.935 -1.352 0.55 -1.10 0.71
N 0.053 0.872 -2.868 0.05 0.78 1.04
H -1.638 -1.722 1.604 -0.37 -0.03 -0.02
H -2.581 -0.291 2.409 0.05 0.11 0.38
H -0.728 0.972 2.077 0.54 0.17 -0.16
H 2.492 -0.726 0.658 -0.20 -0.38 -0.14
H 1.953 -0.586 2.374 -0.47 0.10 0.03
H -0.795 -1.014 -0.835 -0.46 0.88 0.44
H 0.746 -1.221 -1.084 1.03 0.58 0.01
H 1.156 1.359 -1.128 -0.37 0.42 -0.04
H -0.661 1.506 -0.952 0.23 0.48 -0.35
H 0.960 0.805 -3.340 -0.06 -0.82 0.07
H -0.261 1.797 -3.169 -0.58 -0.11 -0.23
H -0.620 0.143 -3.110 0.17 0.10 -0.66

---

(5)
19
Properties=species:S:1:pos:R:3:forces:R:3 method="wB97M-V/def2-TZVPD" e_lumo_ev="-14.577 / -17.710" multiplicity=2 gap_ev="10.8 / 8.5" de_lowest_kj_mol=27.8 total_charge=+3
C -1.266 -0.024 -1.187 -0.19 -0.19 -0.15
C -0.197 -0.680 -0.258 -1.28 -0.55 -0.02
C 0.906 0.175 0.209 1.51 -0.81 -0.29
C 1.363 1.319 -0.428 -0.43 2.40 -0.14
C 2.175 0.395 2.302 1.57 0.32 -0.91
N 1.807 -0.298 1.274 -2.19 -0.51 -0.97
N -2.651 -0.641 -0.940 1.17 0.95 0.41
H -1.260 1.050 -1.020 -0.75 0.04 0.01
H -1.138 -0.201 -2.260 0.62 0.06 0.23
H 0.030 -1.644 -0.749 1.21 0.09 -0.03
H -0.682 -1.137 0.619 -0.02 0.35 0.37
H 1.055 1.717 -1.396 -0.22 -0.72 -0.32
H 1.925 2.125 0.056 0.45 -0.55 0.27
H 2.098 1.481 2.215 -0.60 -0.09 0.58
H 2.806 -0.026 3.094 -0.38 -0.26 -0.02
H 1.929 -1.306 1.114 0.51 -0.13 1.12
H -2.677 -1.597 -1.304 -0.37 -0.07 -0.11
H -2.864 -0.652 0.058 -0.40 -0.12 0.14
H -3.358 -0.054 -1.398 -0.22 -0.23 -0.17

---

(6)
20
Properties=species:S:1:pos:R:3:forces:R:3 method="wB97M-V/def2-TZVPD" e_lumo_ev=0.760 multiplicity=1 gap_ev=6.6 de_lowest_kj_mol=863.0
C -0.011 -0.513 -0.155 2.30 0.70 0.75
C -0.463 0.598 0.459 -3.90 -0.88 -0.65
C -2.584 0.061 0.380 1.01 0.89 -0.06
C 1.713 0.713 0.772 0.22 -0.87 -0.66
C 2.761 0.301 -0.232 0.17 0.10 0.15
N -0.256 0.511 -1.059 0.00 0.23 0.12
N 0.130 -1.822 -0.193 -0.09 -0.13 0.04
O -2.948 0.010 -1.014 -0.21 0.03 0.04
H -3.794 0.448 -1.176 0.21 -0.13 0.14
H -1.172 0.361 -1.515 0.04 0.09 0.29
H -0.610 1.283 1.269 0.53 0.06 0.10
H 0.365 -2.268 -1.066 0.07 0.05 0.17
H 0.198 -2.343 0.667 -0.06 0.03 -0.17
H -3.053 0.907 0.895 -0.10 -0.13 -0.10
H -2.843 -0.885 0.867 0.13 0.07 0.01
H 1.630 1.796 0.857 -0.26 -0.03 -0.12
H 1.823 0.261 1.760 -0.03 -0.06 -0.01
H 2.898 -0.785 -0.255 -0.01 0.02 0.01
H 2.473 0.626 -1.236 -0.02 0.01 0.01
H 3.744 0.742 -0.024 0.00 -0.05 -0.05

---

(7)
20
Properties=species:S:1:pos:R:3:forces:R:3 method="wB97M-V/def2-TZVPD" e_lumo_ev=0.883 multiplicity=1 gap_ev=9.1 de_lowest_kj_mol=170.5
C -2.712 -0.617 -0.407 0.09 -0.06 0.14
C -1.674 0.361 0.048 0.10 0.09 0.02
C -0.635 0.082 0.830 0.03 0.04 -0.19
C -0.295 -1.273 1.373 -0.09 0.16 0.20
O 0.190 1.109 1.214 -0.05 0.00 0.28
H -2.266 -1.559 -0.723 -0.08 -0.08 -0.06
H -3.419 -0.836 0.395 -0.14 -0.07 -0.05
H -3.272 -0.206 -1.244 -0.05 -0.07 -0.05
H -1.813 1.392 -0.247 0.09 0.14 0.03
H -0.628 -1.352 2.417 0.08 -0.02 -0.18
H 0.785 -1.424 1.356 0.03 -0.07 -0.01
H -0.778 -2.061 0.798 0.03 -0.01 0.04
H 1.018 0.753 1.567 -0.07 -0.02 -0.19
H 2.597 -0.811 -0.347 -0.06 0.07 -0.14
N 2.837 0.088 0.069 0.30 -0.57 0.63
C 2.492 1.080 -0.631 -0.03 0.18 -0.22
N 1.882 1.076 -1.845 0.01 0.09 -0.27
H 2.734 2.066 -0.251 -0.07 0.23 -0.04
H 1.464 1.919 -2.196 -0.01 0.02 0.06
H 1.491 0.214 -2.178 -0.10 -0.06 -0.03

---

(8)
20
Properties=species:S:1:pos:R:3:forces:R:3 method="wB97M-V/def2-TZVPD" e_lumo_ev=0.135 multiplicity=1 gap_ev=9.8 de_lowest_kj_mol=320.6
C -0.205 -0.441 0.169 -0.10 -0.49 1.60
C 1.224 0.036 0.500 -0.14 0.05 -0.15
C -0.294 -1.066 -1.230 -0.23 0.44 0.20
C -0.664 -1.458 1.227 0.37 -0.13 -0.27
C 1.768 1.100 -0.450 -0.05 -0.14 0.07
O -1.112 0.636 0.192 -1.42 2.00 -0.03
N -1.958 2.231 -0.957 -2.12 1.66 2.91
N -2.431 2.506 0.033 1.15 -0.11 -3.65
H -1.857 1.513 0.831 2.53 -3.22 -0.72
H 1.214 0.433 1.520 -0.04 -0.03 -0.01
H 1.891 -0.832 0.505 -0.02 -0.02 0.02
H 0.425 -1.877 -1.343 0.02 -0.01 0.05
H -0.106 -0.307 -1.988 0.09 0.00 -0.06
H -1.304 -1.442 -1.395 0.01 -0.09 0.02
H -0.027 -2.343 1.197 0.01 -0.09 0.07
H -0.601 -1.028 2.227 -0.03 0.05 -0.01
H -1.690 -1.768 1.031 -0.03 0.05 0.00
H 2.720 1.487 -0.084 -0.02 0.04 -0.01
H 1.063 1.927 -0.537 0.03 0.04 0.00
H 1.942 0.695 -1.447 -0.01 0.01 -0.03

---

(9)
20
Properties=species:S:1:pos:R:3:forces:R:3 method="wB97M-V/def2-TZVPD" e_lumo_ev=-1.133 multiplicity=1 gap_ev=6.6 de_lowest_kj_mol=626.2
C -0.969 -0.169 1.797 -1.86 0.39 0.44
O -1.965 0.367 2.498 0.27 0.23 0.23
C -0.518 0.812 0.699 2.54 2.37 2.55
C 0.850 0.757 0.033 -0.96 -1.33 -1.15
C 1.132 -0.664 -0.401 0.32 1.00 1.31
C 1.253 -1.022 -1.669 0.18 -0.24 0.19
N 1.379 -2.333 -2.131 -0.16 0.20 -0.59
N -0.846 2.101 1.067 -0.51 -1.29 -0.34
H -1.272 -1.166 1.429 0.79 -0.05 -0.47
H -0.041 -0.245 2.412 0.38 -0.21 -0.38
H -1.768 0.769 -0.979 -0.08 -0.34 -0.12
H -1.451 0.540 -0.309 -1.14 -0.59 -1.29
H 0.884 1.403 -0.842 0.05 0.43 0.14
H 1.466 1.158 0.837 0.39 -0.12 -0.21
H 1.204 -1.301 0.475 -0.16 -0.69 -0.49
H 1.352 -0.227 -2.401 -0.21 -0.16 -0.26
H 1.166 -2.415 -3.121 0.12 -0.11 0.39
H 0.847 -3.003 -1.592 0.16 0.03 -0.04
H -1.251 2.615 0.302 0.52 0.76 0.09
H -1.452 2.024 1.896 -0.65 -0.27 -0.02

---

(10)
20
Properties=species:S:1:pos:R:3:forces:R:3 method="wB97M-V/def2-TZVPD" e_lumo_ev=0.660 multiplicity=1 gap_ev=10.2 de_lowest_kj_mol=308.4
C -1.721 0.331 2.450 -0.20 -0.26 0.42
N -0.861 0.936 1.450 3.01 -1.32 0.46
C -1.354 1.349 0.314 0.18 -0.24 -1.68
N -1.523 1.595 -0.807 -0.44 0.47 0.48
H -1.944 -0.719 2.234 0.14 0.07 0.04
H -1.254 0.422 3.434 -0.04 -0.10 -0.18
H -2.676 0.854 2.494 0.10 0.13 -0.08
H 0.147 0.441 1.214 -3.21 1.45 1.04
C 0.476 -1.516 -0.277 -0.42 0.81 0.91
C 1.300 -0.238 -0.346 1.22 0.42 -4.18
C 1.440 0.139 -1.992 0.94 -0.90 2.12
O 0.219 0.256 -2.603 -1.07 0.40 -0.03
H -0.529 -1.318 -0.642 -0.07 -0.19 -0.08
H 0.924 -2.315 -0.864 0.11 0.15 -0.13
H 0.411 -1.872 0.752 -0.15 -0.16 0.06
H 2.323 -0.379 0.004 -0.07 0.18 0.20
H 0.969 0.789 -0.194 -0.51 -0.42 1.29
H 1.973 -0.694 -2.451 0.04 0.09 -0.18
H 2.044 1.054 -2.058 0.01 -0.09 -0.03
H -0.364 0.886 -2.113 0.42 -0.48 -0.45

---

(11)
20
Properties=species:S:1:pos:R:3:forces:R:3 method="wB97M-V/def2-TZVPD" e_lumo_ev=0.627 multiplicity=1 gap_ev=7.7 de_lowest_kj_mol=460.0
C 1.307 -0.111 0.206 0.97 0.27 -0.06
C -1.283 -1.042 -0.659 1.70 -0.06 -0.08
C 2.162 -0.560 1.339 0.27 0.17 -0.25
C -1.625 -0.239 -1.912 -0.08 0.03 0.05
N -0.444 1.152 1.451 -0.39 -0.80 0.13
C -1.616 0.848 1.255 -0.34 2.40 0.18
N 1.754 0.911 -0.470 0.25 -0.13 0.05
O -2.761 0.929 1.026 0.59 -1.09 0.13
H -0.106 1.499 2.334 -0.20 -0.10 0.07
H -0.123 -0.619 -0.177 -2.68 -0.75 -0.47
H 1.197 1.285 -1.227 0.10 -0.08 -0.02
H 2.611 1.421 -0.251 -0.15 -0.02 0.06
H -0.928 -2.037 -0.951 -0.01 -0.13 -0.19
H -2.180 -1.249 -0.081 0.03 0.25 0.36
H 1.549 -0.839 2.193 -0.02 -0.06 -0.02
H 2.684 -1.460 1.001 -0.08 -0.06 0.06
H 2.927 0.163 1.651 0.03 0.08 0.06
H -0.747 -0.113 -2.553 0.03 -0.03 -0.03
H -2.405 -0.704 -2.527 0.06 0.08 0.03
H -1.973 0.763 -1.647 -0.07 0.01 -0.07

---

(12)
20
Properties=species:S:1:pos:R:3:forces:R:3 method="wB97M-V/def2-TZVPD" e_lumo_ev=-2.716 multiplicity=1 gap_ev=4.2 de_lowest_kj_mol=648.1
O -2.026 2.137 0.936 0.49 -0.67 1.03
C -0.827 1.846 0.959 -0.85 1.53 -3.02
N 0.506 -1.286 -0.583 -0.51 0.90 -0.29
C 1.004 -2.368 -1.397 -0.11 -0.17 -0.82
C -0.942 -1.194 -0.789 0.36 0.78 0.43
C -0.224 1.021 1.933 0.81 -2.08 0.51
C 0.008 2.489 -0.174 -0.13 -0.70 1.07
N 0.945 0.370 1.696 -0.94 1.61 0.92
H 2.041 -2.290 -1.749 0.06 0.44 0.63
H 0.425 -2.355 -2.349 0.19 -0.43 0.46
H 0.933 -3.381 -0.958 -0.30 0.18 0.04
H -1.376 -0.227 -0.482 0.39 -0.34 0.31
H -1.248 -1.224 -1.855 0.34 -0.45 0.29
H -1.453 -1.984 -0.228 -0.31 -0.23 -0.18
H -0.866 0.728 2.761 0.42 0.67 0.71
H -0.699 3.249 -0.533 0.76 -0.21 -0.44
H 0.344 1.726 -0.885 -0.52 0.22 -0.15
H 0.947 2.876 0.219 -0.09 0.43 0.06
H 0.916 -0.410 1.015 0.40 -0.63 -1.95
H 1.591 0.277 2.464 -0.45 -0.83 0.37